ORCA calculation (ωB97M-V with the def2-TZVPD basis set) on C19H34ClN2O7Ti as an isolated structure in a non-equilibrium geometry.

Results
- LUMO energy (alpha / beta): 2.49 / 2.47 eV
- Charge: -1
- Spin multiplicity: 5
- Kohn-Sham gap (alpha / beta): 2.000 / 7.901 eV
- <S²>: 6.00

The geometry in XYZ format:
```
64
Properties=species:S:1:pos:R:3:nbo_charge:R:1
Ti 0.52367 0.23029 0.94165 0.713
Cl 1.99295 1.37450 3.17320 -0.847
O 0.56580 -2.05329 1.65080 -0.635
C -0.08437 -3.07311 1.95582 0.807
O -0.64728 -3.29974 3.15278 -0.496
C -0.66899 -2.20545 4.06299 -0.095
C -1.90273 -1.34405 3.89725 -0.636
C -0.18573 -4.28290 1.02668 -0.809
H 0.12292 -1.47714 3.88822 0.234
H -0.54945 -2.57126 5.08279 0.181
H -1.83689 -0.37729 4.39640 0.222
H -2.84524 -1.78298 4.22455 0.192
H -1.90821 -1.06984 2.84232 0.235
H 0.83076 -4.44424 0.66777 0.236
H -0.92149 -4.26212 0.22273 0.245
H -0.51731 -5.18596 1.53917 0.220
O -1.95827 0.96270 1.34264 -0.594
C -2.96455 1.45478 0.88228 0.821
O -4.02943 1.88406 1.52059 -0.510
C -4.22307 1.66313 2.91796 -0.084
C -5.05317 2.84006 3.49113 -0.627
C -3.25504 1.46401 -0.63150 -0.715
H -3.30362 1.74841 3.49713 0.204
H -4.61180 0.66618 3.12551 0.188
H -4.45678 3.68462 3.83628 0.213
H -5.65616 2.56419 4.35623 0.210
H -5.79730 3.19879 2.78002 0.213
H -3.85013 2.33064 -0.91947 0.217
H -3.82537 0.59269 -0.95339 0.235
H -2.27728 1.48014 -1.11298 0.252
C -1.24943 0.76973 -4.23730 -0.614
C -0.45766 -0.53901 -4.41501 -0.424
C -0.77545 -1.63492 -3.42263 -0.721
C -0.77413 -1.17825 -2.01404 0.325
N -0.75973 -0.78170 -0.90968 -0.414
H -2.31964 0.57589 -4.16541 0.192
H -1.07151 1.44761 -5.07212 0.205
H -0.97012 1.28334 -3.31736 0.219
H 0.58978 -0.28534 -4.25188 0.209
H -0.56144 -0.89877 -5.43868 0.205
H -0.20730 -2.54360 -3.62165 0.215
H -1.81975 -1.89994 -3.58785 0.227
C 4.18724 2.40129 -0.57680 -0.618
C 3.75222 3.87516 -0.50854 -0.385
C 2.62797 3.95308 0.47479 -0.511
C 1.50274 3.06275 0.03019 0.381
N 0.61393 2.38153 -0.38998 -0.427
H 3.36131 1.81290 -0.97647 0.227
H 4.51022 2.06312 0.40780 0.224
H 5.02509 2.24628 -1.25655 0.200
H 3.49957 4.20277 -1.51697 0.201
H 4.50314 4.58170 -0.15496 0.201
H 2.17457 4.94218 0.40993 0.234
H 2.87121 3.64432 1.49146 0.294
C 3.73376 -2.36156 -2.92361 -0.253
C 3.85531 -3.31654 -1.74790 -0.264
O 3.55726 -2.45408 -0.75036 -0.480
C 2.80915 -1.42979 -1.15049 0.981
O 2.24680 -0.62408 -0.44966 -0.612
O 2.74150 -1.44769 -2.50920 -0.496
H 3.47066 -2.81276 -3.88032 0.183
H 4.68507 -1.84084 -3.03297 0.164
H 4.83271 -3.79887 -1.73573 0.187
H 3.10876 -4.10559 -1.65754 0.157
```